CH4O3 | ωB97M-V/def2-TZVPD

```
8
Properties=species:S:1:pos:R:3:forces:R:3:mulliken_charge:R:1
O 1.1649 -0.7023 0.1516 0.8 -1.0 3.3 -0.486
C -0.1000 -0.2594 -0.2392 2.4 -0.5 -2.1 0.334
O -0.8745 -0.0068 0.8324 1.7 -1.1 1.7 -0.483
O 0.1899 0.9495 -1.0652 -1.1 -0.9 1.2 -0.518
H 1.2325 -1.0246 1.1416 -0.7 1.1 -3.0 0.321
H -0.4737 -1.1774 -0.8575 0.0 2.4 0.2 0.224
H -1.5848 0.4829 0.5357 -2.6 1.7 -0.8 0.297
H 0.4456 1.7380 -0.4995 -0.4 -1.8 -0.5 0.311
```
Forces are in eV/Å.

The LUMO energy is 0.0254 hartree. For the HOMO-LUMO gap, the calculation gives 11.427 eV. For the HOMO energy, the calculation gives -10.7 eV. The net charge is 0. The SMILES is OC(O)O.

---

CH4O3 | ωB97M-V/def2-TZVPD

```
8
Properties=species:S:1:pos:R:3:forces:R:3:mulliken_charge:R:1
C -0.7602 0.2981 -0.1539 -1.4 -0.2 -0.9 0.064
O -0.9240 -1.0004 0.2670 0.3 -0.9 0.4 -0.468
O 1.9356 -0.4129 -0.0169 -0.5 -0.3 -0.4 -0.390
O 0.1848 0.9749 0.4084 1.2 0.8 0.3 -0.359
H -0.7538 0.3248 -1.2762 0.3 0.2 0.3 0.251
H -1.7149 0.8495 0.0713 0.2 0.0 0.0 0.247
H -0.0435 -1.2953 0.5691 -0.4 0.0 -0.2 0.328
H 2.5112 0.1592 0.4967 0.3 0.4 0.4 0.327
```
Forces are in eV/Å.

The LUMO energy (alpha / beta) is -0.0674 / -0.0702 hartree. For the HOMO-LUMO gap (alpha / beta), the calculation gives 8.708 / 9.088 eV. For the HOMO energy (alpha / beta), the calculation gives -10.5 / -11.0 eV. The net charge is 0.

---

CH4O3 | ωB97M-V/def2-TZVPD

```
8
Properties=species:S:1:pos:R:3:forces:R:3:mulliken_charge:R:1
O 1.3172 -0.7926 -1.1991 0.1 0.3 0.4 -0.444
C 1.5347 0.3094 -0.7913 1.1 -0.1 -2.0 0.240
O 0.7837 0.9515 0.0486 -1.2 1.7 2.4 -0.391
H 2.3119 1.0077 -1.1601 0.5 -0.7 -0.2 0.227
H 1.1876 1.8227 0.3127 -0.6 -1.3 -0.5 0.367
O -2.7248 -1.1747 0.7420 1.0 0.2 0.6 -0.652
H -2.5843 -1.0064 1.7013 -0.1 -0.2 -1.1 0.317
H -1.8259 -1.1176 0.3459 -0.9 0.0 0.4 0.334
```
Forces are in eV/Å.

The LUMO energy is 0.0102 hartree. For the HOMO-LUMO gap, the calculation gives 11.381 eV. For the HOMO energy, the calculation gives -11.1 eV. The net charge is 0. The SMILES is O=CO.O.

---

CH4O3S | ωB97M-V/def2-TZVPD

```
9
Properties=species:S:1:pos:R:3:forces:R:3:mulliken_charge:R:1
O -1.5274 0.1630 0.8526 0.6 -0.6 0.0 -0.493
C -2.1139 -0.1878 -0.1292 -0.1 1.7 1.0 0.704
O -1.8811 -1.2377 -0.8827 0.8 -1.4 -1.1 -0.455
O -3.1051 0.6095 -0.5603 0.6 0.8 1.1 -0.440
H -1.0004 -1.6675 -0.7200 -1.2 0.8 0.3 0.360
H -3.7500 0.3235 -1.1724 -0.6 -1.2 -1.3 0.324
S 2.3867 -0.0019 0.3672 -1.9 -2.2 0.7 -0.272
H 2.9626 -1.2581 0.3048 -0.5 0.9 0.1 0.148
H 3.4762 0.5190 0.0239 2.4 1.3 -0.8 0.125
```
Forces are in eV/Å.

The LUMO energy is 0.0141 hartree. For the HOMO-LUMO gap, the calculation gives 10.181 eV. For the HOMO energy, the calculation gives -9.8 eV. The net charge is 0. The SMILES is O=C(O)O.S.

---

CH4O4 | ωB97M-V/def2-TZVPD

```
9
Properties=species:S:1:pos:R:3:forces:R:3:mulliken_charge:R:1
C -0.6595 0.2071 -0.1310 4.2 0.5 -1.4 0.768
O 1.4257 0.0895 0.4679 -2.6 0.0 1.3 -0.887
O -1.1077 -0.8339 0.4302 -1.4 -1.7 1.8 -0.421
O -1.0921 1.3349 0.2939 -4.2 -3.4 2.5 -0.359
O -0.2672 0.1436 -1.4057 1.3 0.0 -0.3 -0.495
H 1.2785 0.0924 1.4599 0.6 0.0 -1.7 0.218
H -0.4175 -1.5028 0.5744 0.1 0.2 -0.5 0.401
H -0.5633 2.0029 0.0630 3.3 4.2 -1.9 0.330
H 0.7155 -0.0587 -1.3711 -1.2 0.2 0.1 0.447
```
Forces are in eV/Å.

The LUMO energy is 0.0153 hartree. For the HOMO-LUMO gap, the calculation gives 9.861 eV. For the HOMO energy, the calculation gives -9.4 eV. The net charge is 0.

---

CH4O6 | ωB97M-V/def2-TZVPD

```
11
Properties=species:S:1:pos:R:3:forces:R:3:mulliken_charge:R:1
O -0.9210 0.5800 1.0714 -0.5 -1.1 -0.2 -0.578
C -0.3368 -0.4729 1.1096 0.6 1.5 -0.7 0.830
O 0.7346 -0.6430 1.9386 -1.1 -1.4 -1.1 -0.449
O -0.4447 -1.5472 0.2892 -0.2 -0.4 -0.3 -0.177
O -1.5351 -1.4873 -0.6775 -0.5 0.3 2.3 -0.284
H 0.9856 0.2637 2.0833 0.3 0.7 0.6 0.333
H -1.1238 -1.4258 -1.5337 1.2 0.3 -0.5 0.330
O 0.5272 1.8762 -0.8610 -0.5 1.5 0.2 -0.327
O 0.7910 0.5588 -1.2384 1.7 -2.2 -1.1 -0.335
H -0.4198 1.7914 -0.5944 0.9 -0.1 -0.1 0.351
H 1.7428 0.5060 -1.5871 -2.0 0.9 0.9 0.306
```
Forces are in eV/Å.

The LUMO energy is 0.0180 hartree. For the HOMO-LUMO gap, the calculation gives 10.419 eV. For the HOMO energy, the calculation gives -9.9 eV. The net charge is 0. The SMILES is O=C(O)OO.OO.

---

CH4OSSi | ωB97M-V/def2-TZVPD

```
8
Properties=species:S:1:pos:R:3:forces:R:3:mulliken_charge:R:1
O -2.5346 0.4184 0.6406 -4.8 -3.6 -1.7 -0.351
Si -1.2578 1.0160 0.9026 6.0 5.3 2.4 0.536
H 0.2998 1.0463 0.6975 -1.3 -1.0 -0.3 -0.045
H -1.3489 2.3393 1.6535 0.0 -0.6 -0.2 -0.079
C 1.0971 -1.1334 -1.0473 2.2 -2.2 0.7 -0.236
S 2.2644 -1.9487 -0.1891 -1.7 1.1 -1.2 -0.144
H 0.7698 -0.2001 -0.6668 -0.4 0.6 -0.1 0.058
H 0.7101 -1.5379 -1.9909 0.0 0.3 0.4 0.262
```
Forces are in eV/Å.

The LUMO energy is -0.0327 hartree. For the HOMO-LUMO gap, the calculation gives 8.346 eV. For the HOMO energy, the calculation gives -9.2 eV. The net charge is 0. The SMILES is O=[SiH2].C=S.

---

CH4P2 | ωB97M-V/def2-TZVPD

```
7
Properties=species:S:1:pos:R:3:forces:R:3:mulliken_charge:R:1
H -2.4858 -0.4476 -0.5239 -0.5 -0.9 -0.7 0.006
P -1.5507 0.3223 0.1224 2.0 0.4 0.4 -0.074
C -0.0806 -0.3660 -0.3655 -0.7 2.9 0.9 -0.334
P 1.5847 0.4380 -0.0012 -1.4 0.0 -1.0 -0.028
H 0.0487 -1.0791 -1.0866 -0.2 -2.2 -1.6 0.368
H 0.9196 1.4097 0.7208 0.0 1.1 0.3 0.011
H 1.5641 -0.2772 1.1340 0.9 -1.2 1.6 0.052
```
Forces are in eV/Å.

The LUMO energy is -0.0017 hartree. For the HOMO-LUMO gap, the calculation gives 9.342 eV. For the HOMO energy, the calculation gives -9.4 eV. The net charge is 0. The SMILES is [H]/P=C/P.

---

CH4S2 | ωB97M-V/def2-TZVPD

```
7
Properties=species:S:1:pos:R:3:forces:R:3:mulliken_charge:R:1
C -0.2676 -0.6102 -0.0572 -1.4 2.5 -2.4 -0.587
S 0.6062 1.6847 -0.9369 1.0 -2.3 0.5 -0.327
S -1.5868 -0.2691 1.0107 0.6 -0.4 -0.8 -0.031
H -0.6950 -0.9136 -1.0100 0.6 0.0 0.0 0.307
H 0.6942 -0.9794 0.1592 0.7 -0.4 0.8 0.389
H 1.9862 1.3711 -1.1488 -1.8 0.3 0.3 0.103
H -0.7372 -0.2835 1.9830 0.4 0.3 1.7 0.146
```
Forces are in eV/Å.

The LUMO energy is -0.0286 hartree. For the HOMO-LUMO gap, the calculation gives 7.786 eV. For the HOMO energy, the calculation gives -8.6 eV. The net charge is 0.

---

CH4S2 | ωB97M-V/def2-TZVPD

```
7
Properties=species:S:1:pos:R:3:forces:R:3:mulliken_charge:R:1
C 0.4031 -1.3146 1.1719 2.2 4.8 -1.5 -0.327
S 0.8569 -1.4628 -0.3707 -0.1 0.3 0.8 -0.174
H -0.0189 -2.0662 1.6463 -2.0 -3.7 2.2 0.299
H 0.5155 -0.3806 1.8528 0.0 -1.3 -1.5 0.211
S -0.4752 2.2150 -1.2072 -0.1 0.9 0.5 -0.309
H -1.6609 1.5592 -1.1903 0.8 -0.4 -0.5 0.152
H 0.3795 1.4502 -1.9029 -0.7 -0.5 0.0 0.149
```
Forces are in eV/Å.

The LUMO energy is -0.0187 hartree. For the HOMO-LUMO gap, the calculation gives 8.462 eV. For the HOMO energy, the calculation gives -9.0 eV. The net charge is 0. The SMILES is C=S.S.

---

The records above yield M values of 64.04; 64.04; 64.04; 96.11; 80.04; 112.04; 92.19; 77.99; 80.18; 80.18 g/mol, respectively.
The records above yield relative energy (zero: lowest compared OMol25 entry of this formula, charge and spin) values of 28.4; 118.5; 14.5; 6.6; 62.6; 0.0; 24.9; 19.8; 56.4; 39.3 kcal/mol, respectively.